A structure of composition C39H30Br3FInN2O22S at a distorted geometry. Source: OMol25; level of theory: the ωB97M-V functional and the def2-TZVPD basis.

Structure (ORCA input):
```
! RIJCOSX wB97M-V def2-TZVPD def2/J DEFGRID3
* xyz -1 1
C -1.8375 -9.9511 2.2610
C -1.9791 -8.3945 2.2545
Br -2.3217 -7.5501 3.9792
C -1.8804 -7.6235 1.1449
Br -1.5748 -8.6304 -0.5516
In -2.0091 -5.3936 0.9601
F -3.6579 -5.0155 -0.2879
C -0.2131 -4.6675 -0.2045
C 0.6795 -3.6419 0.5954
S 0.9376 -2.0341 -0.3226
C 1.0274 -0.8494 1.0590
N 2.1842 -0.4940 1.6515
N 1.7812 0.3613 2.6450
C 0.4647 0.4953 2.6162
O -0.0832 -0.2731 1.6019
C -2.3925 -4.2628 2.8550
C -1.2097 -4.2061 3.8745
O -1.3441 -3.5296 4.8499
Br 0.4835 -5.1993 3.7047
H -2.8143 -10.4250 1.9818
H -1.5259 -10.2531 3.2999
H -1.0127 -10.2770 1.5858
H -0.5257 -4.2534 -1.2022
H 0.4229 -5.5674 -0.4437
H 0.0999 -3.3473 1.5135
H 1.6593 -4.0445 0.9404
H -0.1821 1.0996 3.2761
H -2.6113 -3.1982 2.5694
H -3.2815 -4.6336 3.4264
C -6.2489 -10.2541 -2.6628
C -6.3654 -10.2135 -3.9920
C -5.8051 -9.0829 -4.7942
O -5.9219 -9.1025 -6.0101
C -5.1441 -7.9982 -4.0819
C -5.0266 -8.0311 -2.7452
C -5.5641 -9.1773 -1.9446
O -5.4246 -9.1830 -0.7382
O -4.4272 -7.0476 -2.0740
O -6.9933 -11.1912 -4.6773
H -6.6487 -11.0681 -2.0736
H -4.7593 -7.1790 -4.6728
H -4.4682 -7.3041 -1.1312
H -6.9386 -10.9252 -5.6151
C 8.5111 -2.2776 1.6777
C 7.6279 -3.2740 1.7899
C 6.1572 -3.0328 1.6660
O 5.3922 -3.9741 1.7565
C 5.7028 -1.6613 1.4440
C 6.5865 -0.6641 1.3351
C 8.0571 -0.9097 1.4318
O 8.8291 0.0256 1.3085
O 6.1944 0.6080 1.1329
O 8.0185 -4.5412 2.0184
H 9.5769 -2.4395 1.7631
H 4.6340 -1.4957 1.3736
H 7.0171 1.1302 1.0894
H 7.1941 -5.0643 2.0553
C -0.6465 6.7926 3.0424
C -1.0572 5.5231 2.9582
C -0.0851 4.3969 2.8097
O -0.4990 3.2537 2.7551
C 1.3357 4.7233 2.7308
C 1.7469 5.9918 2.8110
C 0.7784 7.1158 2.9867
O 1.1973 8.2562 3.0733
O 3.0527 6.3095 2.7366
O -2.3616 5.1996 3.0038
H -1.3386 7.6162 3.1520
H 2.0278 3.9006 2.6055
H 3.0899 7.2813 2.8214
H -2.3928 4.2266 2.9247
C 2.3226 4.4125 -1.3620
C 1.6388 5.5604 -1.4038
C 1.9820 6.6394 -2.3800
O 1.3215 7.6632 -2.3952
C 3.1114 6.4180 -3.2798
C 3.7975 5.2716 -3.2366
C 3.4385 4.1814 -2.2787
O 4.0793 3.1488 -2.2873
O 4.8418 5.0443 -4.0515
O 0.6084 5.7980 -0.5703
H 2.0831 3.6231 -0.6620
H 3.3602 7.2131 -3.9691
H 5.1606 4.1494 -3.8232
H 0.2842 6.6894 -0.8039
C -1.4420 9.3413 -2.3312
C -2.3035 8.3262 -2.2235
C -3.7783 8.5366 -2.3402
O -4.5257 7.5804 -2.2544
C -4.2625 9.9010 -2.5500
C -3.4008 10.9172 -2.6540
C -1.9244 10.7015 -2.5644
O -1.1756 11.6538 -2.6830
O -3.8207 12.1816 -2.8446
O -1.8829 7.0641 -2.0050
H -0.3732 9.1996 -2.2502
H -5.3323 10.0433 -2.6152
H -3.0086 12.7221 -2.8867
H -2.6933 6.5200 -1.9682
*
```

As for the LUMO energy: -0.6 eV. The max |F| is 3.6 eV/Å.